Entry 1:
Formula: C47H79FN6O2
Source: OMol25
Level of theory: ωB97M-V/def2-TZVPD

ORCA input file:
```
! RIJCOSX wB97M-V def2-TZVPD def2/J DEFGRID3
* xyz 0 1
F 4.393 4.595 5.644
O 3.247 -0.069 3.380
O 1.791 -0.750 8.211
N -5.288 3.719 1.403
N 0.797 -3.611 -5.681
N -2.279 -1.801 -1.552
N 1.044 2.441 -0.316
N 7.461 -5.056 -6.461
N -2.469 -2.575 -9.426
C 5.426 -7.727 -4.676
C -0.774 -1.184 -3.602
C 7.145 -6.148 -6.639
C -1.673 3.012 1.674
C 3.083 2.756 4.660
C -1.905 -2.337 1.754
C -0.395 -2.060 6.165
C 1.192 -0.814 4.568
C 3.787 -3.231 -7.445
C -0.262 -3.373 5.204
C 1.627 -0.281 7.052
C 0.814 -1.047 5.921
C -5.840 2.602 4.992
C -1.258 1.634 2.377
C 2.417 0.152 4.303
C -2.829 5.794 4.564
C 2.190 1.171 6.640
C -1.631 5.647 2.174
C 5.396 -7.860 -6.193
C -3.363 -2.883 -8.771
C -2.072 -0.875 2.396
C 6.741 -7.542 -6.849
C 4.328 -2.355 -6.323
C -2.995 5.953 2.960
C 1.456 -3.343 -6.586
C -0.983 4.218 2.519
C 2.552 3.064 -2.362
C -4.494 -3.285 -7.927
C 3.053 4.045 5.594
C -6.172 3.412 2.073
C -0.898 -3.296 2.579
C 1.703 2.710 -1.220
C -4.261 -2.950 -6.453
C 4.577 3.691 -0.952
C -1.415 -3.452 4.091
C -7.287 3.010 2.936
C 4.035 2.819 -2.077
C 0.709 -1.425 -3.317
C 2.154 5.166 4.836
C -3.867 6.796 5.279
C 1.252 -0.549 -2.194
C 2.303 -2.991 -7.729
C -1.555 0.325 1.454
C -3.084 -3.704 -5.849
C -1.622 -1.535 -2.459
C 2.555 1.409 5.303
C -7.029 3.351 4.405
H -4.677 -4.357 -8.041
H 3.827 -2.560 -5.374
H 4.604 3.026 -2.988
H 6.176 -8.393 -4.240
H 5.652 -6.704 -4.365
H 2.251 2.465 -3.227
H -4.914 6.757 4.804
H 7.513 -8.212 -6.461
H 0.197 -2.998 2.476
H 0.785 -3.500 4.772
H -7.469 1.937 2.829
H 2.002 -3.592 -8.592
H 4.355 -3.025 -8.357
H -2.809 3.157 1.699
H 5.644 3.501 -0.810
H -1.738 1.536 3.414
H -5.395 -2.771 -8.272
H 2.140 -1.944 -8.001
H -2.144 -3.447 -6.345
H -1.869 5.674 1.045
H -3.104 4.729 4.884
H 4.201 1.766 -1.830
H -1.868 -4.512 4.167
H -1.359 3.055 0.580
H -0.120 1.702 2.568
H -1.764 5.980 4.925
H -7.924 3.099 4.984
H 5.115 -8.885 -6.451
H -0.416 -4.268 5.916
H 0.878 -2.477 -3.068
H 0.668 -1.277 3.676
H -5.165 -3.201 -5.890
H -0.439 -2.385 7.263
H 2.391 4.112 -2.632
H -3.207 -0.704 2.523
H -0.989 -4.330 2.073
H 1.163 4.678 4.498
H 2.320 -0.739 -2.052
H -3.253 7.054 2.785
H 4.074 3.485 -0.004
H 5.396 -2.543 -6.181
H -2.268 -2.741 4.370
H 4.452 4.752 -1.185
H -6.870 4.428 4.519
H -5.718 2.856 6.048
H -3.901 6.557 6.405
H -2.980 -3.453 -4.790
H 4.617 -7.205 -6.597
H 6.668 -7.732 -7.924
H -2.289 0.550 0.609
H 1.896 6.040 5.520
H -0.936 -0.136 -3.874
H 3.956 -4.283 -7.195
H 1.278 -1.219 -4.229
H -0.902 6.507 2.381
H -2.933 -2.858 1.818
H 2.687 5.476 3.876
H -0.533 0.007 1.052
H 2.291 1.992 7.413
H -3.230 -4.785 -5.927
H -3.898 5.331 2.591
H 1.126 0.510 -2.427
H 4.201 -1.294 -6.559
H -3.485 7.878 5.194
H -1.379 -1.547 5.891
H -8.195 3.520 2.605
H 2.406 2.973 3.749
H -4.101 -1.873 -6.332
H -1.073 -1.785 -4.465
H -1.630 -2.232 0.649
H 4.453 -7.995 -4.255
H 0.139 4.192 2.242
H -4.909 2.859 4.479
H 4.130 2.589 4.207
H 2.573 3.912 6.613
H -1.641 -0.784 3.461
H 0.751 -0.754 -1.244
H -1.021 3.958 3.638
H -5.985 1.520 4.920
*
```

Properties
SMILES   CCCCCCCCCCCCCCC1=CC(=O)C(C[C@H](C)F)=CC1=O.CCCC#N.CCCC#N.CCCC#N.CCCC#N.CCCC#N.CCCC#N
Kohn-Sham gap   8.72 eV

These are the Löwdin partial charges, in e, on atoms 1 to 2: -0.082, 0.044



Entry 2:
Formula: C4H5O2Tb
Source: OMol25
Level of theory: ωB97M-V/def2-TZVPD

ORCA input file:
```
! RIJCOSX wB97M-V def2-TZVPD def2/J DEFGRID3
* xyz 1 8
Tb -1.353 -0.172 -4.779
O -3.010 -1.006 -0.929
O 1.829 0.677 1.970
C -0.616 -0.712 -0.286
C 1.384 0.545 0.624
C -0.084 0.233 0.639
C -1.916 -0.918 -0.532
H 1.933 -0.230 0.060
H 0.041 -1.370 -0.866
H -0.731 0.481 1.484
H 0.945 0.941 2.443
H 1.578 1.531 0.171
*
```

Properties
<S²>   16.363
Kohn-Sham gap (spin up / spin down)   5.25 / 8.27 eV

These are the Löwdin partial charges, in e, on atoms 1 to 2: 1.029, 0.141



Entry 3:
Formula: C22H43NO15
Source: OMol25
Level of theory: ωB97M-V/def2-TZVPD

ORCA input file:
```
! RIJCOSX wB97M-V def2-TZVPD def2/J DEFGRID3
* xyz 0 1
O -0.110 4.098 -6.188
O 2.820 -0.258 -0.861
O 2.424 -1.167 -4.723
O 0.066 -0.504 4.350
O -0.851 5.623 -7.525
O 2.142 0.881 -3.900
O 4.479 -4.041 -2.865
O -5.203 -2.952 5.605
O -4.645 -5.055 4.982
O 0.421 -0.540 -3.823
O 4.008 -2.732 -4.542
O 1.660 -0.097 5.906
O 0.944 4.413 -8.166
O 1.924 0.389 3.716
O -3.333 -3.773 6.300
N 4.960 -3.278 -3.595
C 2.837 -2.248 -3.909
C -0.733 6.370 -8.737
C 3.411 1.036 -0.787
C -0.865 0.236 -0.742
C 1.055 1.788 0.086
C -1.457 0.115 6.164
C 2.154 3.656 -5.363
C 2.784 -0.969 0.367
C -7.468 -3.879 5.660
C -4.423 -4.030 5.572
C 0.842 3.074 -5.834
C 0.217 -1.201 -2.544
C 2.446 2.190 -0.420
C 1.698 -0.201 -4.097
C 3.203 0.951 4.029
C -1.087 -0.738 -1.909
C 0.085 4.682 -7.365
C 1.250 -0.071 4.774
C -2.427 -4.877 6.407
C -0.813 -1.003 5.375
C -6.448 -3.069 4.891
C 0.099 1.393 -1.059
H 0.639 2.662 0.594
H -2.161 -5.258 5.423
H 0.167 6.984 -8.719
H 0.981 2.403 -6.681
H -6.785 -2.043 4.764
H 1.772 -1.357 0.517
H -1.539 -4.495 6.902
H -0.712 0.678 6.725
H -1.836 0.652 -0.462
H -2.867 -5.674 7.004
H 1.098 1.007 0.847
H 1.047 -0.933 -1.889
H 2.649 4.206 -6.164
H 3.496 -1.798 0.357
H 3.072 -1.891 -2.899
H 3.827 1.217 -1.779
H -2.182 -0.299 6.865
H -0.269 -1.689 6.024
H 0.690 1.187 -1.950
H 3.676 1.162 3.073
H -1.590 -1.631 -1.528
H -7.617 -3.456 6.654
H -6.260 -3.492 3.904
H 3.083 1.874 4.593
H 3.807 0.247 4.597
H 2.937 2.800 0.343
H 4.257 0.996 -0.092
H -1.575 -1.569 4.842
H 2.979 -0.297 1.204
H 2.815 2.862 -5.026
H 0.242 -2.283 -2.693
H 0.361 2.518 -5.033
H -0.504 2.272 -1.304
H -1.614 7.003 -8.782
H -1.971 0.804 5.492
H 2.064 -3.018 -3.879
H -8.421 -3.872 5.131
H -7.143 -4.912 5.770
H 2.318 2.822 -1.302
H -1.751 -0.321 -2.668
H -0.525 -0.335 0.128
H -0.704 5.707 -9.600
H 1.982 4.347 -4.535
*
```

Properties
SMILES   COCCCCCCCOC(=O)OCON=O.CCOC(=O)OC.CCOC(=O)OC.CCOC(=O)OC
Kohn-Sham gap   9.58 eV

These are the Löwdin partial charges, in e, on atoms 1 to 2: 0.040, -0.240



Entry 4:
Formula: C13H23CeClLuN
Source: OMol25
Level of theory: ωB97M-V/def2-TZVPD

ORCA input file:
```
! RIJCOSX wB97M-V def2-TZVPD def2/J DEFGRID3
* xyz -1 2
Lu -0.602 -0.167 -0.391
Ce 0.417 -1.367 -4.519
Cl -0.831 1.836 -1.793
N 1.406 -1.028 2.212
C 0.001 -0.812 2.638
C 0.037 -2.186 -2.377
C -0.533 1.298 3.874
C -0.694 1.306 1.461
C 2.297 0.105 -4.397
C 2.414 -0.408 3.054
C -0.434 0.629 2.644
C -0.991 2.654 1.479
C -1.559 -0.798 -5.750
C -1.117 3.340 2.705
C -0.884 2.648 3.895
C 1.642 -0.864 0.774
C -2.637 -1.125 0.033
H -1.389 4.395 2.717
H 2.226 -0.671 4.103
H -0.794 -2.957 -2.283
H -2.737 -1.764 0.923
H 3.392 -0.821 2.765
H -0.077 -1.181 3.681
H -3.317 -0.254 0.124
H 2.640 0.488 -5.379
H 1.991 0.953 -3.743
H -1.122 3.208 0.553
H -2.211 -1.696 -5.809
H -2.910 -1.718 -0.860
H -2.067 0.012 -5.174
H 3.144 -0.440 -3.926
H -0.322 0.733 4.786
H 1.431 0.192 0.400
H 2.451 0.697 2.975
H -0.986 3.151 4.854
H 2.707 -1.051 0.573
H -1.321 -0.454 -6.778
H -0.664 -1.406 1.963
H 1.066 -1.634 0.192
H 0.934 -2.843 -2.200
*
```

Properties
<S²>   0.751
Kohn-Sham gap (spin up / spin down)   5.27 / 5.27 eV

These are the Löwdin partial charges, in e, on atoms 1 to 2: 1.136, 1.031